1.
Entry from the Open Molecules 2025 dataset: a structure of composition C27H21N6O6SYb at a distorted geometry (ωB97M-V/def2-TZVPD).

Structure (ORCA input):
```
! RIJCOSX wB97M-V def2-TZVPD def2/J DEFGRID3
* xyz 0 2
H 1.4263 2.1829 5.6135
C -3.3348 -4.4713 0.0902
H -6.6062 -4.7702 0.8782
H 3.9134 -2.6026 3.8747
C 1.5459 2.5042 -3.5307
N -0.6556 -1.7150 0.1785
N -2.3783 -3.5336 -0.2970
C 2.6151 2.8590 2.0206
O 3.6238 1.3710 -3.1408
C 1.7684 2.3560 4.6004
H 4.6020 2.6116 2.7779
C -4.6735 -4.1160 0.2509
C 3.1265 2.3580 4.3159
C -3.8259 -6.6974 0.8413
O -0.6949 4.0602 -7.3401
H 0.7730 3.2245 -1.6870
O 1.9259 1.1438 -1.6751
H 0.3751 -3.3489 1.5906
C -1.7185 -1.3862 -0.5805
H -5.8574 -7.0644 1.4218
C 0.5977 3.1305 -2.7526
C -5.1540 -6.3413 1.0317
C -5.5727 -5.0525 0.7281
H 2.2527 0.4971 1.4510
H -1.4080 -3.7379 -0.0791
C 2.5101 1.6006 -2.7415
N 0.2409 -0.8533 0.5139
Yb 0.1238 1.3709 -0.4160
C 0.3551 3.2930 -5.4455
C -2.9137 -5.7701 0.3718
H 3.8493 2.1655 5.0984
O -2.5154 4.6756 -2.6680
C 1.1639 -2.6823 1.9007
S -1.9835 0.0996 -1.4377
C 1.2366 2.8623 2.2885
H -4.9748 -3.1058 0.0113
C 2.2156 -0.5156 1.8299
C -0.5508 3.6642 -3.2993
C -0.6756 3.7985 -4.6677
C 3.5448 2.6094 3.0158
O 1.1243 2.9251 -7.5791
C 3.1878 -0.9578 2.7070
H -0.2190 2.6030 3.8488
H 2.9525 3.0602 1.0070
H -3.4996 -7.7050 1.0621
H 3.9723 -0.2798 3.0129
N 0.2529 3.4351 -6.9076
H -0.7077 3.4434 1.6362
C 1.1926 -1.3681 1.4185
O -1.5830 3.2807 -1.3210
H 2.1257 -4.1394 3.1279
C 0.2656 3.1847 1.2116
C 3.1535 -2.2581 3.1859
H 2.1715 2.1449 -5.5574
H -1.5477 4.2494 -5.1184
H -1.8754 -6.0443 0.2234
N -1.6321 3.9196 -2.3762
N -2.6749 -2.3169 -0.6514
C 2.1435 -3.1175 2.7718
H 0.6329 4.0650 0.6676
C 0.8371 2.6019 3.6034
C 1.4351 2.5999 -4.9096
*
```

Values from the calculation:
⟨S²⟩: 1.071
ΔE to the lowest compared entry with this formula, charge and spin in kcal per mole: 18.9
LUMO (spin up / spin down) in hartree: -0.0663 / -0.0658


2.
Entry from the Open Molecules 2025 dataset: a structure of composition C27H21N7O2PtS at a distorted geometry (ωB97M-V/def2-TZVPD).

Structure (ORCA input):
```
! RIJCOSX wB97M-V def2-TZVPD def2/J DEFGRID3
* xyz 2 1
S -1.4080 -1.3315 -4.0748
C -0.6192 0.2283 -3.9998
C 1.8859 -0.6548 4.2857
H -2.1539 2.4837 -0.5187
C 1.7726 -2.8914 -2.1733
H -2.6050 4.8228 0.2288
H -5.3453 0.3813 1.3643
C 2.4739 -2.2279 -3.1711
H 3.3616 -0.3481 -3.7162
N 0.6120 -1.9422 1.1474
C 0.7124 2.5667 -3.3932
C -3.5040 -0.5383 1.4205
H 1.2644 3.4676 -3.1738
C -1.6875 2.8913 0.3709
C -0.4215 3.8350 2.5980
C -1.9286 4.1942 0.7830
C 0.1652 1.8293 -2.3609
C 2.7717 -0.8874 -2.9953
N -0.8620 2.0922 1.0356
H -5.3736 -1.3800 1.6018
N 1.5775 -0.8561 -0.9455
C 1.1996 -0.7058 3.0659
C -0.2681 2.5302 2.1412
Pt -0.2759 -0.0511 0.3802
H 1.5694 -3.9480 -2.2296
H 0.2918 2.1180 -1.3225
N -2.4192 -0.6150 1.0474
N -1.0428 -0.2328 -1.7412
H 3.0100 -1.7022 5.7546
C 0.7326 -2.8563 0.1234
H 2.8131 -2.7560 -4.0490
C 1.7940 -3.1006 2.9209
H 0.9740 2.7634 -5.5138
H -4.8916 -0.3157 2.9379
H 2.5192 0.8064 -1.6885
C 0.5215 1.5662 2.9895
H -2.0848 -2.3740 -0.6737
H -0.1882 0.6614 -6.0577
C 2.4564 -2.9936 4.1121
H -1.4271 5.6907 2.2379
C 2.4948 -1.7686 4.8081
O 0.9730 1.9226 4.0591
C -0.5116 0.6470 -2.6593
H 0.1159 4.1391 3.4834
H 1.9453 0.2986 4.7971
C -0.0989 0.9854 -5.0341
C 1.1638 -1.9708 2.3480
C -4.8485 -0.4573 1.8558
N 0.5852 0.3253 2.4470
C 1.3464 -2.1724 -1.0663
H 2.9587 -3.8549 4.5269
H -2.3018 -3.1824 -2.1926
C -1.5161 -1.3127 -2.3252
N -2.0278 -2.3589 -1.6819
C 0.5640 2.1606 -4.7182
C -1.2668 4.6790 1.9004
H 1.7298 -4.0431 2.3969
O 0.4228 -4.0201 0.1649
C 2.3010 -0.2369 -1.8605
*
```

Values from the calculation:
LUMO (spin up / spin down) in hartree: -0.3154 / -0.3196


3.
Entry from the Open Molecules 2025 dataset: a structure of composition C27H22BrN6O2PdS2 (ωB97M-V/def2-TZVPD).

Structure (ORCA input):
```
! RIJCOSX wB97M-V def2-TZVPD def2/J DEFGRID3
* xyz 1 3
C -3.7005 -0.6062 -0.1484
C 4.0869 2.9670 -1.6444
H 3.4325 -0.6176 4.7608
C 2.3563 2.2667 -3.1460
C 1.8796 -0.4072 1.7784
C -5.3592 -2.2957 -0.1840
N -4.0482 1.5787 -0.1933
Pd -0.3057 -0.4147 0.2522
H 1.7063 2.4670 -3.9892
C 2.3232 1.0186 -2.5390
H 0.0983 -6.4679 0.6071
C 3.1649 0.7625 -1.4686
H -7.4002 -1.6209 -0.1924
C -2.7230 1.3201 -0.1860
S -0.1073 4.2850 -0.3878
H -6.8344 0.7871 -0.1944
C -6.3637 -1.3132 -0.1824
C 3.2648 4.6098 -3.3649
C 2.6416 -0.4694 4.0371
H -2.5518 4.2936 -0.5083
H 4.7376 1.4944 -0.2122
H 1.5845 2.5218 -0.1097
N 0.6399 -0.0891 2.2190
N -2.4648 0.0296 -0.1550
H -0.6505 0.2261 3.7906
H 0.5741 -2.7291 -1.4202
C -4.7094 0.3598 -0.1688
N 1.8406 -0.5279 0.4201
O 4.2891 -0.9754 0.1012
C -6.0604 0.0320 -0.1807
N -0.3806 1.7890 -0.1049
C 4.0595 1.7284 -1.0230
C 0.1865 -3.3281 -0.6089
H 0.9458 -5.1705 -1.3660
C 0.5241 2.7175 -0.1715
S 3.0556 -0.7799 -0.6068
C 0.3730 -0.0045 3.5250
H -5.6472 -3.3378 -0.2010
C 0.4043 -4.6903 -0.5645
H 2.9028 5.3854 -2.6864
H -4.4760 2.4885 -0.2023
H 1.6645 0.2409 -2.9026
N -0.4692 -2.6670 0.3575
C 2.9250 -0.5938 2.6973
C 3.2297 3.2584 -2.7066
C -1.6496 2.3055 -0.2218
H 2.6464 4.6305 -4.2604
O 2.6153 -1.7566 -1.5647
C -4.0225 -1.9620 -0.1710
H 3.9110 -0.8435 2.3393
H 4.7971 3.7149 -1.3115
C 1.3488 -0.1726 4.4753
H -3.2488 -2.7166 -0.1872
C -0.0639 -5.4012 0.5292
C -0.9188 -3.3647 1.3930
C -0.7435 -4.7300 1.5320
Br -1.8833 -2.4396 2.7268
H 1.1141 -0.0768 5.5246
H -1.1290 -5.2406 2.4014
H 4.2827 4.8789 -3.6473
C -1.6946 3.6530 -0.3839
*
```

Values from the calculation:
⟨S²⟩: 2.005
ΔE to the lowest compared entry with this formula, charge and spin in kcal per mole: 2.7
LUMO (spin up / spin down) in hartree: -0.1050 / -0.1506


4.
Entry from the Open Molecules 2025 dataset: a structure of composition C27H22CaN8O10S5 (ωB97M-V/def2-TZVPD).

Structure (ORCA input):
```
! RIJCOSX wB97M-V def2-TZVPD def2/J DEFGRID3
* xyz -2 1
C 0.3836 -0.9923 3.5239
H 4.5276 5.6858 1.8337
H -2.8053 -5.1958 -2.0969
O 1.7647 2.7976 -0.2399
H -0.9876 -3.7407 4.9734
H 0.8991 -0.0728 3.7600
H 0.1208 -1.6053 5.5592
H -3.5152 -1.4380 -3.1849
H 3.8065 -2.4925 -2.6194
O 3.2701 -0.1168 2.3127
H -2.0396 -1.4515 -0.8983
C 3.1654 -2.0930 -1.8450
O 6.2318 3.0448 4.0789
H -1.3068 -4.3335 2.5816
C 3.1186 4.3914 0.8741
C 3.1565 2.0607 1.5522
S -2.9386 1.2754 -1.8250
S -2.5558 3.5868 -5.4514
C 0.1857 -1.3064 2.1876
H 3.8645 -3.3877 -0.2750
H -0.5526 -2.7798 0.8206
C 0.5710 -0.3277 1.0764
C -4.0657 -3.4974 -2.6347
O 3.2993 6.5304 0.0507
O -0.2670 -3.3262 -2.3528
C -0.6607 -3.0627 4.1930
H -4.0396 -4.8577 -0.8942
H -3.2552 1.2558 2.8408
H -5.1490 -3.6075 -2.5858
O -5.1013 4.1247 -5.9017
O 1.2430 0.8031 1.6173
H -4.3257 -1.5834 -1.6256
C -3.3474 -4.3905 -1.5960
N 5.7310 3.9647 3.4485
C 4.6581 3.6651 2.5277
N 2.7620 0.6895 1.4039
C 3.1836 -2.5906 -0.5488
C -4.3001 3.5980 -5.1645
N 2.5969 5.5219 0.1240
N -2.3945 -3.5365 -0.8630
Ca 0.2536 1.5702 -1.2220
C -1.1189 -2.3131 -2.5699
N -3.4572 1.7206 1.9625
S -0.3583 2.4453 -3.8961
C -0.8442 -3.3917 2.8556
C 2.2967 -1.0605 -2.1279
H -3.7566 -3.7694 -3.6449
N 1.4896 -0.5245 -1.2128
C -2.2875 -2.2653 -1.5883
C -3.6225 -2.0673 -2.3038
C -3.0759 2.2762 -3.2294
C -0.4226 -2.5157 1.8662
C -0.0416 -1.8635 4.5189
N -0.6175 0.1796 0.4028
H -0.6418 -3.8048 -1.5846
H -3.6086 2.7077 2.1258
H -2.7085 -3.3604 0.0811
H 4.5275 1.5410 3.0394
O -0.9499 -1.4947 -3.4304
H 2.3660 -2.3826 1.4244
S -2.2912 2.6296 -0.3041
H 2.2260 -0.6445 -3.1269
O 6.1508 5.1167 3.5149
C 2.3414 -2.0500 0.4000
C -2.0500 2.6680 -4.0359
C 4.1563 2.3559 2.4364
S -4.7142 2.7717 -3.6706
C -2.3498 1.5100 1.0858
O 1.4535 5.4902 -0.2865
N -1.5269 0.5676 1.3219
C 2.6046 3.0669 0.6656
C 4.1473 4.6806 1.7588
C 1.4986 -0.9992 0.0369
*
```

Values from the calculation:
ΔE to the lowest compared entry with this formula, charge and spin in kcal per mole: 28.8
LUMO in hartree: 0.1411


5.
Entry from the Open Molecules 2025 dataset: a structure of composition C27H22CdF3N5O3Te (ωB97M-V/def2-TZVPD).

Structure (ORCA input):
```
! RIJCOSX wB97M-V def2-TZVPD def2/J DEFGRID3
* xyz 0 1
C 0.1591 2.5427 1.3400
H 1.5218 1.5153 2.4134
F -5.0762 -3.8973 1.5856
C -4.9819 -3.1330 0.4835
N -1.0170 3.1910 -1.0109
H -2.7208 -3.5640 1.9042
C 1.0153 6.7709 -0.2154
H -2.0424 -0.4676 -1.8034
H -2.2835 2.7439 -2.6237
F -5.5508 -3.8306 -0.5245
H -2.0665 4.4751 -2.2631
H -0.6194 -3.5753 -1.3349
H -2.1356 -5.2753 -0.2493
C 3.0007 -2.6245 0.0811
H 3.6647 -5.8386 0.8271
C 3.1127 -4.9479 0.5505
C -3.3650 -1.9369 -1.0241
N 0.2947 1.7322 0.3028
C -0.3640 -6.3181 0.2679
F -5.7704 -2.0569 0.6889
H 4.8171 -3.6166 0.5886
N 0.7942 2.2115 2.4735
O 4.8503 -1.1645 0.1777
H -4.1656 -1.7214 -1.7147
C -0.6357 3.7227 1.2602
C -2.1836 -1.2584 -1.0720
N 1.6893 -2.7145 -0.1421
C 1.0191 -6.2771 0.4773
N -1.1582 -1.4472 -0.2179
C -3.5756 -2.7428 0.1479
H 0.6344 6.3045 -2.2760
C 2.3856 5.1920 0.9750
H 1.9650 4.2256 -2.2413
O -0.1536 1.2784 -1.8579
H -0.7710 3.5464 -3.0575
C -0.2822 2.0291 -0.8892
C 1.6572 6.3731 0.9498
C -2.5612 -3.0452 0.9693
C -0.4483 -3.8660 -0.2881
O 2.8731 -0.2606 -0.3151
C -1.5717 3.5093 -2.3217
C 2.5056 4.4002 -0.1707
C 3.6516 -1.2476 -0.0221
H 1.5962 6.9878 1.8396
Te 3.6433 2.6260 -0.1536
H -1.7677 4.8979 -0.1105
H 0.8527 2.8788 3.2215
Cd 0.7588 -0.5599 -0.4930
H 0.4515 7.6952 -0.2370
H 1.5656 -7.1674 0.7584
H -0.7582 4.3853 2.1016
H 2.8896 4.8891 1.8851
C 1.1147 5.9873 -1.3577
C 1.0408 -3.8732 -0.0350
C -1.1802 4.0072 0.0606
H -0.5475 -2.5578 1.4343
C 3.7570 -3.7378 0.4237
C -1.0686 -5.2069 -0.0874
C 1.7297 -5.0477 0.3317
C 1.8603 4.8156 -1.3383
C -1.1635 -2.6954 0.5412
H -0.8859 -7.2598 0.3861
*
```

Values from the calculation:
LUMO (spin up / spin down) in hartree: -0.0575 / -0.0272


6.
Entry from the Open Molecules 2025 dataset: a structure of composition C27H22CoN3O7S at a distorted geometry (ωB97M-V/def2-TZVPD).

Structure (ORCA input):
```
! RIJCOSX wB97M-V def2-TZVPD def2/J DEFGRID3
* xyz 2 1
C 4.6738 -0.1891 -1.1803
S 1.5281 2.4980 -0.8289
H -1.9748 -5.4190 -0.3376
H 0.6443 -1.1324 4.1281
O -5.0553 -0.1771 4.6041
C -3.0034 -2.3930 -1.5153
H -3.7673 0.0239 2.2316
C -1.9694 -4.3635 -0.5766
C 2.9000 -0.2617 0.8788
C 2.2913 4.1214 -0.8860
C 1.8143 -0.2498 1.8508
H -2.4589 4.2536 -3.0279
C -1.4532 -0.2654 -1.5093
C -0.8639 -3.6028 -0.3098
H 1.5094 4.8788 -0.8243
C -0.3200 -0.8488 3.7201
H 6.1371 0.4232 0.2623
H -5.1098 0.0126 3.6645
H 5.3490 -0.1644 -2.0259
C 3.3486 -0.5526 -1.3621
C -0.4626 -0.5967 2.3569
C -1.8421 -1.7022 -1.2010
H 1.5801 -5.3510 0.8791
H 2.9722 4.2130 -0.0395
O 1.3638 -3.1309 0.2012
N 0.6639 -0.6341 1.4815
C -1.0255 3.4901 -4.4348
C 0.9581 2.5162 -3.4940
H -1.1595 3.5377 -1.0400
H -1.3238 -0.9343 5.6151
H -1.6186 3.7522 -5.3013
H -1.8183 -0.0695 0.7872
H -3.8183 -1.8853 -2.0178
C 0.4751 -3.9939 0.2001
C 4.1988 0.0883 1.1470
N 2.4912 -0.5796 -0.3481
O 0.6631 -5.1985 0.5842
C -2.6747 -0.4583 4.0393
C 0.4628 2.7948 -2.2281
Co 0.7560 -1.3605 -0.3859
C -2.8124 -0.2237 2.6776
C 0.2069 2.8735 -4.6062
C -3.8142 -0.4412 5.0433
H 2.8325 4.2017 -1.8306
H 2.9558 -0.8036 -2.3415
C -3.0636 -3.7349 -1.1879
H 0.5869 2.6746 -5.6004
C -1.5074 3.7533 -3.1595
O -2.2325 0.5412 -1.8871
C 5.1075 0.1345 0.0919
O -3.6066 -0.6695 6.1935
C -0.7767 3.3713 -2.0412
O -0.1319 -0.0722 -1.2935
C -1.7112 -0.2965 1.8392
H 1.9721 0.1701 2.8397
C -1.4184 -0.7618 4.5517
H -3.9488 -4.3100 -1.4298
H 1.9323 2.0479 -3.6115
O 0.7185 2.4342 0.4332
H 4.4925 0.3271 2.1617
N -0.8428 -2.3052 -0.6003
*
```

Values from the calculation:
LUMO (spin up / spin down) in hartree: -0.3166 / -0.3155


7.
Entry from the Open Molecules 2025 dataset: a structure of composition C27H22F5N4OPdS2Sb (ωB97M-V/def2-TZVPD).

Structure (ORCA input):
```
! RIJCOSX wB97M-V def2-TZVPD def2/J DEFGRID3
* xyz 0 3
C 0.5263 -2.5102 -0.9923
H 2.4963 2.4478 -1.7873
C 0.3852 -5.9910 0.4472
C 3.3087 -2.4830 0.4297
C 3.9072 -2.6720 -0.8179
C 5.1981 -2.2339 -1.0707
C 5.3348 -1.3848 1.1909
C 1.5557 2.9084 -1.5322
Pd -0.6156 -0.0790 -0.2996
C -0.4943 -1.7718 -3.4716
F 0.1595 1.9911 1.5946
H -0.9252 -4.0999 -1.0950
H -0.5494 -5.5624 0.7901
F 7.1430 -1.1670 -0.2948
C 4.0391 -1.8335 1.4210
O -2.5708 -3.7272 1.0006
C 1.3190 4.2078 -1.1966
H -0.4640 -7.9682 0.2020
H -3.1167 -5.0677 -0.5037
C -3.3384 -4.8443 0.5406
H 3.7037 -7.6201 -0.6469
H -5.0769 2.8718 -0.3434
C 2.7784 -7.1448 -0.3472
C -1.0133 -2.8819 -2.8320
N 0.3903 2.1923 -1.4893
N -3.0160 3.3590 -0.7351
C 1.0319 -1.4021 -1.6818
C -4.0747 2.5083 -0.4894
H -3.0749 4.3595 -0.8100
H 5.9075 -0.8745 1.9541
C 5.8875 -1.5980 -0.0540
H 1.8797 -0.8564 -1.2845
C -1.9076 2.6034 -0.8858
H 0.5366 0.0862 2.1129
S -2.0123 -1.2553 1.3186
C 1.6210 -7.8926 -0.2641
C 0.5984 0.7381 1.2410
H -4.0377 0.2954 -0.3604
C -0.5436 3.0378 -1.1284
C 1.5238 -5.1916 0.3484
C 0.5189 -1.0165 -2.9228
H 5.6737 -2.3734 -2.0336
F 1.6703 -9.2053 -0.5685
C -2.8713 -2.5126 0.5015
C -3.5574 1.2514 -0.5059
C -0.5067 -3.2337 -1.5942
Sb 1.3164 -3.1248 0.9019
N -2.2111 1.3265 -0.7638
H 3.6308 -5.2082 -0.0968
S -3.9674 -2.3081 -0.7137
H -3.0528 -5.6747 1.1819
H -4.4028 -4.6391 0.6270
C 2.7199 -5.7912 -0.0368
H 3.3560 -3.1635 -1.6128
C 0.4179 -7.3431 0.1324
H 3.5959 -1.6568 2.3952
F 1.9187 0.8818 0.9044
H -0.5135 5.0886 -0.5886
H 0.8989 -0.1481 -3.4417
H 1.9645 5.0651 -1.1111
F -0.9938 -1.4194 -4.6729
H -1.8237 -3.4335 -3.2916
N -0.0323 4.2827 -0.9492
*
```

Values from the calculation:
⟨S²⟩: 2.009
ΔE to the lowest compared entry with this formula, charge and spin in kcal per mole: 20.5
LUMO (spin up / spin down) in hartree: 0.0016 / -0.0276


Number 1: energy -3378.15074 Ha. Number 2: energy -2092.21299 Ha. Number 3: energy -5019.21726 Ha. Number 4: energy -4901.05629 Ha. Number 5: energy -2276.97468 Ha. Number 6: energy -3513.47503 Ha. Number 7: energy -3000.10971 Ha.